No. 1
Computed, not measured: a cluster of 2 separate species, C21H34B2F4N2O6 in total at a distorted geometry, with the ωB97M-V functional and the def2-TZVPD basis.

Structure (XYZ):
```
69
Properties=species:S:1:pos:R:3:mulliken_charge:R:1
C 1.27912 -2.86560 3.09319 -0.762
C 0.39508 -3.76216 2.57577 -0.178
C -0.16034 -3.68248 1.14136 -1.247
C 0.29130 -2.37849 0.52609 1.007
C -0.30066 -1.18114 0.83619 0.108
C -1.45730 -1.12468 1.77328 -0.731
C -2.35669 0.11096 1.63360 -1.259
C -2.75757 0.48607 0.18310 -0.660
C -3.01883 -0.70427 -0.74603 0.125
N -3.88917 -0.30777 -1.87648 -0.718
N 0.16227 -0.06444 0.29848 0.812
C 1.17310 -0.04820 -0.57030 0.387
C 1.58063 1.32191 -1.07506 -0.970
C 2.77325 1.79779 -0.21816 -0.611
C 2.92409 3.33474 -0.18185 -0.848
C 1.93149 3.88006 0.85641 -0.255
O 1.97510 5.30590 0.79822 -0.313
C 0.73760 5.88141 0.55724 0.728
C -0.44598 5.51858 1.44606 -0.854
O 0.64557 6.67046 -0.35444 -0.537
C 1.79468 -1.19033 -0.96632 -0.123
B 2.96472 -1.08611 -2.04572 0.968
O 4.17100 -1.67558 -1.75507 -0.669
O 2.85890 -0.40550 -3.22936 -0.399
C 1.75745 -0.81607 -4.05941 -0.068
C 0.83233 0.36105 -4.39401 -1.178
C 1.33542 -2.38820 -0.37345 0.294
C 1.96943 -3.70202 -0.75635 -0.647
O 1.41347 -4.55100 -1.40997 -0.533
O 3.22806 -3.86632 -0.26532 -0.456
H 2.25679 -3.20721 3.43143 0.254
H 1.07157 -1.79814 3.17062 0.281
H 0.05268 -4.55126 3.24639 0.426
H -1.25405 -3.68600 1.19572 0.475
H 0.20564 -4.55087 0.60398 0.587
H -2.06447 -2.02753 1.75645 0.422
H -1.02773 -1.08972 2.78460 0.353
H -3.27692 -0.06631 2.19918 0.326
H -1.92155 1.01697 2.07983 0.267
H -2.06515 1.20651 -0.27705 0.363
H -3.70590 1.03016 0.26063 0.570
H -3.38110 -1.59535 -0.23084 0.156
H -2.04664 -0.96616 -1.20375 0.004
H -3.39621 -0.48011 -2.74473 0.276
H -4.00013 0.70105 -1.86818 0.264
H -0.28642 0.80609 0.56239 -0.078
H 0.70215 1.96450 -0.93482 0.348
H 1.78573 1.31465 -2.14000 0.205
H 2.55514 1.48055 0.81280 0.396
H 3.69915 1.27769 -0.47522 0.467
H 2.74078 3.75120 -1.17155 0.312
H 3.91691 3.56488 0.20672 0.334
H 0.94257 3.47605 0.60375 0.115
H 2.18195 3.51515 1.85762 0.301
H -1.09954 4.86253 0.86932 0.230
H -0.06035 4.93170 2.28394 0.306
H -0.94475 6.41834 1.78795 0.328
H 4.48130 -2.20444 -2.49845 0.343
H 2.14653 -1.18929 -5.00970 0.499
H 1.18386 -1.64549 -3.62947 0.198
H 0.01725 0.44876 -3.67263 0.176
H 1.40028 1.29272 -4.43218 0.276
H 0.41640 0.21441 -5.39214 0.441
H 3.81861 -4.08605 -0.99496 0.375
B -5.78306 -1.80119 3.11088 0.541
F -5.88938 -2.65973 4.21165 -0.376
F -4.81409 -2.32435 2.19983 -0.366
F -7.01606 -1.69352 2.46087 -0.375
F -5.34930 -0.51977 3.53745 -0.430
```

## Properties
Charge: 0
Molar mass in g/mol: 508.1
E_tot in Ha: -1830.89290
LUMO in hartree: -0.0745



No. 2
Computed, not measured: a structure of composition C21H34Cl2OP3Pb at a distorted geometry, with the ωB97M-V functional and the def2-TZVPD basis.

Structure (XYZ):
```
62
Properties=species:S:1:pos:R:3:mulliken_charge:R:1
C 2.90441 6.19469 -2.39694 -0.725
C 2.02075 5.16542 -2.10900 0.485
H 2.36030 7.17036 -2.61861 0.380
H 3.57958 5.94851 -3.26770 0.344
H 3.60569 6.35640 -1.54786 0.372
O 0.89289 4.86622 -2.44583 -0.225
Cl 3.86897 3.08794 -1.66889 -0.276
Pb 1.63052 2.84927 -1.01581 0.959
P 0.67900 0.41425 -2.94440 0.604
C -0.84921 -0.06128 -3.84985 -0.946
C 1.50364 1.39458 -4.27581 -1.221
H 1.46349 0.83832 -5.22025 0.459
H 1.76154 -1.42142 -4.18161 0.467
H 2.54319 1.60071 -3.99870 0.363
H 2.57520 -1.03563 -2.62837 0.349
H -1.54060 0.78541 -3.78661 0.383
H 0.97606 2.34930 -4.39103 0.358
C 1.63592 -1.19059 -3.13486 -0.989
H -0.63648 -0.28496 -4.89663 0.437
H 1.08708 -1.96963 -2.62781 0.164
H -1.32104 -0.92295 -3.36971 0.052
P 0.93796 1.75964 2.02102 0.611
C -0.46648 1.91753 3.23440 -1.141
C 2.11609 0.70014 3.02468 -1.013
H 2.69584 3.44519 1.82530 0.412
H 1.93639 3.47983 3.45203 0.493
H 1.08735 4.20093 2.04881 0.412
C 1.74544 3.38319 2.37464 -1.209
H 3.03802 0.68749 2.46206 0.416
H 2.23522 1.12788 4.00870 0.533
H -0.09418 2.24776 4.19401 0.419
H -0.98025 0.96829 3.32379 0.263
H 1.73138 -0.30652 3.07234 0.135
H -1.14706 2.65403 2.82057 0.438
Cl 2.89126 0.43922 -0.29824 -0.427
C 0.88155 -2.75110 1.01247 -1.384
P -0.42089 -1.50182 0.97111 1.243
C -1.46116 -2.07510 -0.41992 0.429
C -1.12403 -3.16060 -1.22921 -0.485
C -2.01661 -3.58554 -2.22251 -0.754
C -3.23779 -2.91720 -2.41482 -0.565
C -3.55491 -1.80204 -1.62189 -0.849
C -2.65408 -1.36291 -0.62848 -0.423
C -1.44108 -2.07439 2.41202 1.137
C -2.61781 -2.82237 2.29864 -0.472
C -3.35077 -3.17925 3.41533 -0.626
C -2.90857 -2.76718 4.72558 -0.640
C -1.70433 -2.06738 4.79850 -0.650
C -0.96271 -1.69641 3.68950 -0.587
H 1.55590 -2.64753 0.12221 0.392
H 0.44397 -3.78522 1.04203 0.550
H 1.51862 -2.61179 1.92615 0.392
H -0.18904 -3.71184 -1.10219 0.391
H -1.77888 -4.43437 -2.83795 0.461
H -3.95984 -3.26731 -3.16559 0.433
H -4.47959 -1.27018 -1.76110 0.504
H -2.89593 -0.49943 -0.02263 0.452
H -2.97194 -3.15062 1.28925 0.284
H -4.25306 -3.72379 3.31945 0.492
H -3.48676 -3.05662 5.59201 0.451
H -1.35661 -1.76129 5.81576 0.366
H -0.04154 -1.15624 3.80848 0.321
```

## Properties
Charge: +3
Molar mass in g/mol: 673.5
E_tot in Ha: -3031.97643
LUMO (spin up / spin down) in hartree: -0.4526 / -0.4501



No. 3
Computed, not measured: a structure of composition C21H34ClF3LaN3O4 at a distorted geometry, with the ωB97M-V functional and the def2-TZVPD basis.

Structure (XYZ):
```
67
Properties=species:S:1:pos:R:3:mulliken_charge:R:1
O -1.78113 -0.39847 -1.16551 -0.520
C -1.96975 0.33622 -2.31950 0.497
C -1.92079 -0.67915 -3.43882 -0.968
C -1.20850 -1.87214 -3.31553 0.957
H -0.70952 -2.11401 -2.37914 0.108
C -1.16736 -2.74911 -4.39698 -1.070
H -0.60696 -3.67891 -4.30591 0.440
C -1.83914 -2.43190 -5.57919 -0.580
H -1.80602 -3.11652 -6.42725 0.381
C -2.55660 -1.23413 -5.67245 -0.708
H -3.09041 -0.98171 -6.58439 0.389
C -2.60007 -0.35923 -4.59726 -0.152
H -3.14019 0.58637 -4.64471 0.416
H -2.98573 0.69888 -2.15933 0.518
C -1.42569 2.68789 -1.56042 -1.379
C -1.10280 1.57494 -2.53712 0.004
H -1.09889 3.65611 -1.95157 0.382
H -0.94197 2.56792 -0.57717 0.147
H -2.51016 2.68143 -1.35382 0.389
C -0.08840 1.54662 -3.40986 0.412
C 0.94865 2.64607 -3.64382 -1.521
H 0.11539 0.60757 -3.98972 0.191
H 0.89639 2.98221 -4.67290 0.405
H 1.97690 2.29059 -3.46662 0.304
H 0.76888 3.50399 -2.97819 0.348
La 0.16268 -0.18315 -0.00452 2.470
Cl 1.35122 1.85876 -1.22279 -0.588
C 2.70027 0.52361 1.19684 0.345
O 1.56155 0.28137 1.69753 -0.845
N 3.67468 0.62110 2.06085 0.306
C 3.36381 0.86856 3.46871 -0.888
C 5.03366 0.47424 1.64192 -1.009
H 2.92079 0.65962 0.09949 0.181
H 2.28144 0.85713 3.62088 0.230
H 3.77893 1.84266 3.75033 0.328
H 3.84712 0.09424 4.06979 0.332
H 5.04783 0.12732 0.60027 0.314
H 5.52744 -0.25771 2.28403 0.315
H 5.54372 1.43823 1.71513 0.353
H -2.79839 -4.80150 -0.40627 0.339
H -0.55109 -5.10193 1.10655 0.329
C -2.26756 -3.89687 -0.72829 -1.019
C -0.26128 -4.10592 0.74514 -0.813
N -1.47287 -3.37240 0.36461 0.308
H -2.98537 -3.13080 -1.05075 0.343
C -1.78861 -2.21808 0.93184 -0.141
O -0.93635 -1.51234 1.53883 -0.722
H 0.28450 -3.54917 1.51342 0.258
H -2.84136 -1.89375 0.89401 0.577
H -1.59340 -4.14558 -1.55821 0.314
H 0.36115 -4.21375 -0.15144 0.258
H -2.15878 3.38808 3.64308 0.316
H -4.44700 1.88683 3.63082 0.330
C -2.37945 3.41703 2.56886 -0.950
C -4.36009 1.88606 2.54065 -0.959
N -3.00279 2.15468 2.16744 0.355
H -1.45792 3.57892 2.00077 0.257
C -2.32174 1.30497 1.41722 0.712
O -1.10888 1.54382 1.21360 -1.080
H -4.64258 0.90284 2.14135 0.270
H -2.88083 0.42966 0.98262 -0.283
H -3.09224 4.22164 2.36841 0.353
H -5.00827 2.66106 2.11989 0.337
F 2.51066 -2.31661 -0.08345 -0.302
C 1.69166 -1.75567 -1.07360 -0.121
F 2.58460 -1.12475 -1.92056 -0.261
F 1.28499 -2.86723 -1.80745 -0.236
```

## Properties
Charge: 0
Molar mass in g/mol: 623.9
E_tot in Ha: -2077.22641
LUMO in hartree: 0.0061